Density functional theory data (wB97M-V/def2-TZVPD) for a cluster of 10 separate species, C30H66F4O36P6 in total at a distorted geometry.

```
142
Properties=species:S:1:pos:R:3:lowdin_charge:R:1
P -24.477 0.922 0.427 0.473
P -21.139 0.803 -5.021 0.503
P -17.480 -7.142 -5.586 0.485
P -23.258 -3.759 5.003 0.441
P -22.562 -10.588 3.898 0.498
P -23.747 -9.418 -1.851 0.434
F -21.221 -4.725 -4.085 0.070
F -18.645 -3.514 -4.989 0.130
F -18.538 -3.027 3.967 0.134
F -27.744 -0.454 -4.470 0.116
O -22.771 -4.167 -0.978 0.142
O -22.783 -9.023 3.443 -0.209
O -17.689 -8.388 -6.368 -0.242
O -25.171 0.414 -0.932 -0.207
O -22.872 -4.369 3.516 -0.231
O -25.434 2.204 0.823 -0.187
O -17.920 -2.148 -7.528 0.068
O -27.242 -3.127 -4.494 0.098
O -22.175 -2.683 5.280 -0.185
O -18.693 -6.123 -5.949 -0.248
O -17.763 -1.431 -5.458 0.131
O -24.162 -11.051 3.787 -0.237
O -19.919 1.589 -5.372 -0.230
O -19.158 -0.904 1.406 0.056
O -21.861 -10.684 5.191 -0.235
O -24.244 -8.081 -2.335 -0.243
O -21.836 -11.287 2.662 -0.209
O -17.764 -7.223 -3.939 -0.248
O -19.541 -2.943 2.019 0.166
O -21.736 -0.281 -6.083 -0.219
O -22.585 -9.295 -0.736 -0.243
O -23.076 1.502 -0.099 -0.247
O -21.225 -0.094 -3.641 -0.232
O -22.846 -5.008 5.949 -0.216
O -24.667 -3.355 5.167 -0.224
O -24.308 -0.080 1.516 -0.239
O -22.305 1.893 -4.821 -0.225
O -24.791 -10.331 -1.083 -0.218
O -25.889 -1.501 -5.260 0.143
O -16.255 -6.176 -5.884 -0.193
O -20.707 -2.136 0.359 0.175
O -22.042 -5.782 -2.182 0.129
O -16.583 -0.317 -7.064 0.159
O -23.221 -10.448 -2.992 -0.215
O -22.682 -6.146 0.018 0.098
O -25.070 -3.064 -3.814 0.143
C -22.194 -4.789 -3.123 -0.315
C -23.439 -3.860 2.383 -0.139
C -25.986 -2.579 -4.448 -0.504
C -22.017 1.758 0.788 -0.088
C -20.365 0.127 -2.566 -0.108
C -19.940 -6.512 -6.496 -0.110
C -22.372 -3.586 -2.232 -0.022
C -22.700 -11.763 -2.510 -0.063
C -18.404 -1.060 2.630 0.004
C -21.950 -8.426 2.478 -0.130
C -19.114 -2.574 -7.022 -0.092
C -25.058 -10.842 4.806 -0.154
C -21.294 -8.748 -1.057 -0.091
C -21.243 -12.596 2.795 -0.096
C -22.595 -5.404 -0.985 -0.536
C -22.407 3.088 -5.586 -0.110
C -27.877 -2.466 -5.589 -0.074
C -19.900 -1.978 1.203 -0.624
C -25.555 -9.697 -0.117 -0.115
C -25.522 3.391 0.140 -0.176
C -24.572 -0.512 -1.874 -0.060
C -18.892 -2.387 -5.547 -0.329
C -17.358 -1.188 -6.727 -0.506
C -22.909 -6.362 5.541 -0.101
C -27.260 -1.146 -5.481 -0.364
C -16.896 -8.043 -3.094 -0.086
C -22.010 0.140 -7.365 -0.145
C -22.328 -1.472 4.694 -0.138
C -15.813 -5.068 -5.150 -0.113
C -18.398 -2.632 2.738 -0.342
H -21.719 -1.400 3.793 0.084
H -19.392 0.087 -3.057 0.088
H -21.485 3.666 -5.522 0.090
H -19.407 -3.604 -7.223 0.134
H -19.851 -7.431 -7.076 0.084
H -21.956 -6.608 5.072 0.086
H -20.330 -5.752 -7.172 0.072
H -17.254 -7.854 -2.082 0.085
H -26.576 -9.670 -0.499 0.095
H -25.270 -9.784 4.963 0.090
H -22.323 2.746 1.133 0.101
H -19.100 -0.562 3.305 0.133
H -22.041 1.005 1.575 0.075
H -24.099 -3.021 2.604 0.086
H -23.340 3.598 -5.347 0.092
H -24.589 -11.155 5.739 0.083
H -26.408 3.619 -0.452 0.082
H -23.346 -1.310 4.340 0.088
H -16.951 -9.092 -3.384 0.085
H -23.105 -4.950 -3.699 0.164
H -25.546 4.263 0.794 0.090
H -20.230 -12.556 2.394 0.086
H -17.509 -0.442 2.552 0.138
H -21.710 -13.437 2.283 0.085
H -21.076 1.546 0.280 0.081
H -21.263 -7.628 2.759 0.088
H -19.878 -1.971 -7.513 0.122
H -20.396 1.048 -1.984 0.087
H -21.417 -0.462 -8.054 0.081
H -24.581 -0.134 -2.896 0.087
H -20.501 -9.495 -1.022 0.082
H -21.340 -9.105 1.882 0.072
H -24.855 3.607 -0.694 0.087
H -25.508 -10.348 0.757 0.092
H -21.107 -8.017 -0.271 0.073
H -25.185 -8.697 0.108 0.090
H -27.477 -0.492 -6.325 0.177
H -23.086 0.113 -7.536 0.102
H -21.052 -13.059 3.764 0.087
H -22.498 2.977 -6.666 0.071
H -22.085 -0.779 5.500 0.105
H -23.615 -6.345 4.711 0.076
H -25.951 -11.441 4.631 0.092
H -15.853 -4.275 -5.897 0.095
H -23.293 -7.082 6.264 0.097
H -19.840 -2.017 -5.156 0.148
H -21.929 -11.641 -1.749 0.075
H -15.849 -7.747 -3.162 0.079
H -16.292 -4.760 -4.221 0.091
H -22.609 -7.878 1.805 0.073
H -22.299 -12.351 -3.336 0.084
H -20.754 -6.548 -5.772 0.077
H -17.450 -2.972 2.321 0.173
H -21.420 -3.057 -2.181 0.127
H -14.797 -5.150 -4.763 0.088
H -23.442 -12.432 -2.075 0.080
H -23.537 -0.566 -1.536 0.074
H -25.018 -1.493 -2.038 0.073
H -21.302 -8.429 -2.099 0.088
H -21.626 1.106 -7.695 0.087
H -27.669 -2.882 -6.575 0.151
H -22.738 -3.514 1.623 0.072
H -22.941 -2.721 -2.572 0.113
H -20.532 -0.679 -1.853 0.074
H -23.903 -4.768 1.997 0.092
H -28.944 -2.359 -5.393 0.153
```

## Properties
F_max in eV/Å: 6.6
HOMO energy in eV: -9.7
SMILES string: O=C1OC[C@@H](F)O1.O=C1OC[C@@H](F)O1.O=C1OC[C@@H](F)O1.O=C1OC[C@@H](F)O1.COP(=O)(OC)OC.COP(=O)(OC)OC.COP(=O)(OC)OC.COP(=O)(OC)OC.COP(=O)(OC)OC.COP(=O)(OC)OC
M in g mol⁻¹: 1264.66
Net charge: 0
LUMO level in eV: 0.05
HOMO-LUMO gap in eV: 9.80
Spin multiplicity: 1


Density functional theory data (wB97M-V/def2-TZVPD) for a cluster of 6 separate species, C30H66IN5O10 in total at a distorted geometry.

```
112
Properties=species:S:1:pos:R:3:lowdin_charge:R:1
I -0.559 2.653 4.867 0.917
O -1.407 3.967 0.404 0.158
O -4.877 -0.159 2.122 0.089
O 8.106 1.254 -3.107 -0.185
O 1.017 3.663 -2.663 -0.187
O 1.058 -1.898 -2.860 -0.216
O -3.648 3.773 0.668 0.144
O -6.426 1.455 1.892 0.122
O -2.544 -3.602 3.994 -0.199
O -5.361 4.381 2.032 0.192
O -1.749 -0.536 -0.674 -0.192
N 0.710 3.623 -5.570 0.040
N 3.395 -0.149 -2.542 0.052
N -0.774 -5.149 5.733 0.040
N 5.880 1.529 -1.229 0.044
N -1.934 -2.804 -2.532 0.055
C -2.330 2.858 2.371 -0.126
C 4.217 -2.435 -2.562 -0.061
C -1.635 -0.246 3.352 -0.108
C -2.805 -1.473 -0.606 -0.202
C 1.856 -1.926 -1.691 -0.200
C -4.185 2.427 4.121 -0.105
C -4.381 3.719 1.854 -0.369
C -5.600 0.896 2.577 -0.514
C -2.111 0.730 -1.201 -0.092
C -1.112 4.968 -4.673 -0.067
C -3.057 -5.690 6.380 -0.070
C -3.120 -2.199 -1.919 -0.426
C -3.838 -1.338 -2.954 -0.064
C -3.678 -4.304 3.523 -0.102
C -3.589 2.915 2.842 -0.074
C 3.299 -1.438 -1.859 -0.424
C -2.027 -4.575 6.227 -0.434
C -0.932 0.760 2.442 -0.265
C 7.502 0.129 -2.501 -0.212
C 0.786 4.918 -2.047 -0.100
C 9.376 1.611 -2.603 -0.112
C 1.272 -2.953 -3.781 -0.104
C -2.501 -3.381 5.390 -0.211
C -1.043 2.246 2.816 -0.656
C -0.448 3.595 -4.674 -0.433
C -5.234 1.277 3.990 -0.060
C -0.103 3.064 -3.279 -0.220
C -2.337 3.555 1.047 -0.379
C 7.761 0.596 0.015 -0.070
C 6.808 0.400 -1.161 -0.440
H 2.888 -0.218 -3.420 0.076
H -1.598 5.146 -5.632 0.075
H 8.579 -0.128 -0.005 0.077
H -2.782 -6.335 7.213 0.076
H -0.252 2.771 2.275 0.076
H -2.484 -2.222 0.124 0.122
H 5.169 1.312 -1.925 0.038
H -1.210 -2.094 -2.626 0.051
H -1.405 1.465 -0.810 0.075
H 0.887 5.744 -2.755 0.076
H 9.306 2.269 -1.734 0.075
H 2.905 0.569 -2.015 0.082
H -1.806 -1.164 2.780 0.073
H -3.123 1.012 -0.886 0.098
H -0.203 4.956 -1.584 0.072
H -1.828 -4.176 7.227 0.135
H -1.271 0.639 1.409 0.094
H -5.342 -0.491 1.336 0.119
H 1.076 2.684 -5.689 0.068
H 2.064 -2.717 -4.496 0.077
H -2.047 0.755 -2.290 0.076
H -3.103 -6.318 5.491 0.065
H -4.621 -0.728 -2.497 0.078
H 1.342 -1.261 -0.991 0.121
H -4.674 3.288 4.590 0.135
H -0.974 3.124 -2.611 0.107
H 1.456 4.137 -5.107 0.070
H 9.958 0.724 -2.332 0.089
H 0.158 2.005 -3.377 0.117
H 0.341 -3.094 -4.330 0.083
H 1.845 -2.935 -1.255 0.123
H 1.540 5.036 -1.270 0.090
H -2.620 0.120 3.654 0.053
H -0.890 -5.364 4.746 0.070
H 6.210 -0.494 -0.953 0.116
H -3.825 -4.017 2.481 0.081
H -3.700 -0.983 -0.201 0.100
H -3.145 -0.674 -3.470 0.067
H 8.190 1.598 0.019 0.064
H -1.167 2.884 -5.095 0.134
H -0.038 -4.450 5.764 0.071
H -1.864 5.049 -3.887 0.079
H -4.055 -5.290 6.572 0.078
H -1.536 -3.480 -1.886 0.076
H -4.824 0.386 4.472 0.113
H -3.476 -3.017 5.743 0.122
H 8.238 -0.682 -2.401 0.121
H -1.782 -2.569 5.527 0.112
H -1.028 -0.522 4.214 0.057
H -4.298 -1.973 -3.710 0.077
H 3.685 -1.297 -0.843 0.135
H 0.142 0.541 2.443 0.115
H 4.051 -3.454 -2.207 0.080
H 7.222 0.474 0.954 0.074
H 6.383 2.330 -1.600 0.070
H 9.900 2.146 -3.395 0.086
H -0.381 5.764 -4.531 0.065
H 1.520 -3.884 -3.264 0.093
H -6.160 1.539 4.502 0.131
H 6.737 -0.201 -3.208 0.115
H 4.071 -2.420 -3.643 0.070
H -3.795 -3.019 -1.650 0.134
H -3.539 -5.386 3.560 0.076
H -3.399 2.097 4.797 0.049
H -4.574 -4.038 4.091 0.092
H 5.260 -2.176 -2.377 0.058
```

## Properties
F_max in eV/Å: 1.2
HOMO energy in eV: -8.9
SMILES string: CC[C@H](I)C1=C(CCC(=O)O)C(=O)OC1=O.COC[C@@H](C)N.COC[C@@H](C)N.COC[C@@H](C)N.COC[C@@H](C)N.COC[C@@H](C)N
M in g mol⁻¹: 783.79
Net charge: 0
LUMO level in eV: -0.95
HOMO-LUMO gap in eV: 7.90
Spin multiplicity: 1


Q: The highest F_max belongs to which entry?
A: C30H66F4O36P6


Q: What is the LUMO level in the first record?
A: 0.05 eV


Q: The highest M belongs to which entry?
A: C30H66F4O36P6


Q: Which formula does entry 1 have?
A: C30H66F4O36P6